C4H10O3 | ωB97M-V with the def2-TZVPD basis set

energy above the lowest of the compared OMol25 structures with the same formula, charge and spin: 30.16 kcal per mole
HOMO level: -0.3698 hartree
maximum force: 1.13 eV Å⁻¹
HOMO-LUMO gap: 0.398 hartree
spin multiplicity: 1
SMILES: O=CCCCO.O
energy: -384.10156 Ha

Positions of all 17 atoms, in Å:
O1 0.3395 2.1898 0.4289
C1 -0.8040 1.9470 0.1455
C2 -1.5019 0.6372 0.4502
C3 -0.6459 -0.3177 1.2642
C4 0.3724 -1.1020 0.4700
O2 0.9152 -2.2019 1.2361
H1 -1.4682 2.7146 -0.3179
H2 -2.4122 0.8929 0.9855
H3 -1.7746 0.2251 -0.5143
H4 -1.3089 -1.0445 1.7510
H5 -0.1386 0.2074 2.0763
H6 1.2265 -0.4725 0.2417
H7 0.0073 -1.5327 -0.4622
H8 0.1702 -2.7914 1.4495
O3 1.0725 -0.6187 -3.3322
H9 1.4285 0.2549 -3.1485
H10 1.5695 -1.2268 -2.7688